ORCA calculation (ωB97M-V/def2-TZVPD) on a structure of composition C39H30N2O4PdS2.

Last column: Mulliken spin population.
Cartesian coordinates (Å):
Pd 1.8445 -0.2887 -0.0065  1.245
C -4.7751 -0.8077 0.6131  0.002
C -3.7332 0.2517 0.3359  -0.010
C -4.3189 1.6491 0.2748  0.004
O -3.0940 -0.0567 -0.9044  0.029
C -1.7271 0.1846 -0.7851  0.036
C -1.4375 0.0989 0.7202  0.016
O -2.7073 0.1682 1.3253  0.022
C -0.4329 1.2131 1.1713  -0.175
O 0.5542 1.2165 0.1723  0.414
C -1.1131 2.5767 1.1828  0.074
C -0.9918 3.4406 0.1001  0.021
C -1.6642 4.6569 0.0967  0.001
C -2.4534 5.0224 1.1758  -0.001
C -2.5595 4.1714 2.2686  0.003
C -1.8921 2.9575 2.2723  0.008
C 0.1852 0.8785 2.5250  -0.001
C 1.3758 1.5169 2.8738  -0.002
C 2.0047 1.2320 4.0732  -0.005
C 1.4456 0.3092 4.9500  0.000
C 0.2550 -0.3152 4.6202  0.001
C -0.3749 -0.0320 3.4125  -0.001
C -0.9100 -0.8574 -1.7292  0.095
O 0.0545 -1.3445 -0.8749  0.807
C -0.2997 -0.0640 -2.8752  -0.015
C 1.0221 -0.2567 -3.2505  -0.002
C 1.5673 0.4795 -4.2960  -0.002
C 0.7898 1.3955 -4.9837  0.003
C -0.5416 1.5740 -4.6265  0.001
C -1.0829 0.8496 -3.5779  0.011
C -1.7926 -2.0205 -2.1655  0.041
C -2.2863 -2.8740 -1.1802  -0.002
C -3.0655 -3.9638 -1.5176  0.000
C -3.3578 -4.2218 -2.8532  -0.002
C -2.8626 -3.3851 -3.8360  0.004
C -2.0790 -2.2862 -3.4944  -0.006
H -5.4889 -0.8476 -0.2093  -0.001
H -5.3115 -0.5695 1.5314  0.000
H -4.2966 -1.7800 0.7166  0.001
H -5.1341 1.6622 -0.4498  0.000
H -3.5660 2.3769 -0.0247  0.000
H -4.7102 1.9331 1.2511  0.001
H -1.4552 1.1690 -1.1627  0.021
H -0.9758 -0.8538 0.9925  0.010
H -0.3583 3.1656 -0.7329  -0.006
H -1.5616 5.3222 -0.7514  0.000
H -2.9746 5.9712 1.1725  0.000
H -3.1633 4.4554 3.1214  0.000
H -1.9786 2.2977 3.1262  0.001
H 1.8107 2.2356 2.1899  0.008
H 2.9330 1.7286 4.3258  0.000
H 1.9373 0.0833 5.8875  0.000
H -0.1898 -1.0297 5.3011  0.000
H -1.3129 -0.5200 3.1784  0.003
H 1.6330 -0.9914 -2.7408  0.017
H 2.6029 0.3274 -4.5716  0.000
H 1.2143 1.9673 -5.7985  0.000
H -1.1582 2.2824 -5.1647  0.000
H -2.1222 0.9933 -3.3022  -0.001
H -2.0468 -2.6864 -0.1403  -0.001
H -3.4431 -4.6172 -0.7414  0.000
H -3.9645 -5.0774 -3.1207  0.000
H -3.0768 -3.5822 -4.8785  0.000
H -1.6971 -1.6429 -4.2753  0.001
S 2.9404 -2.4318 0.1695  0.548
C 4.5294 -2.0263 0.5668  0.071
C 5.4247 -3.0778 0.9079  0.032
C 6.7322 -2.8350 1.2109  0.010
C 7.6027 -3.9242 1.5477  0.001
N 8.2935 -4.8041 1.8089  0.006
C 7.2249 -1.4922 1.1888  0.028
C 6.3877 -0.4622 0.8719  -0.003
C 5.0183 -0.6825 0.5616  0.082
S 4.0492 0.6530 0.2002  0.560
C 8.5987 -1.2192 1.5011  -0.004
N 9.6990 -1.0007 1.7487  0.019
H 5.0447 -4.0902 0.9211  -0.007
H 6.7638 0.5517 0.8585  -0.010

Values from the calculation:
2S+1	5
HOMO (spin up / spin down)	-8.17 / -8.69	eV
largest force on an atom	0.0131	hartree/bohr
energy relative to the best compared isomer or geometry (same formula, charge and spin)	0.000	eV